The molecule C17H14ClNO4S2 at a distorted geometry, computed with ωB97M-V/def2-TZVPD.

Structure (XYZ):
```
39
C17H14ClNO4S2 (ωB97M-V/def2-TZVPD)
O -0.7131 -3.1782 1.4608
C -0.2918 -2.2208 0.8427
N -1.0208 -1.1097 0.5841
C -2.3862 -0.9537 1.0163
C -3.2722 -0.4335 -0.0683
C -4.6258 -0.5231 -0.1557
C -5.1548 0.1323 -1.2917
C -4.1955 0.7119 -2.0527
S -2.6225 0.4725 -1.3977
C 1.0821 -2.1479 0.3171
C 2.1417 -2.9987 0.4867
C 3.2282 -2.4237 -0.2065
C 2.7611 -1.2651 -0.7637
C 3.4236 -0.1980 -1.5227
S 3.6914 1.2374 -0.3802
O 4.4796 0.7893 0.7313
O 4.1793 2.3325 -1.1712
C 2.0385 1.6379 0.2060
C 1.6628 1.2714 1.4840
C 0.3892 1.5748 1.9333
C -0.4863 2.2431 1.0860
Cl -2.0744 2.6288 1.6365
C -0.1054 2.6117 -0.1984
C 1.1706 2.3046 -0.6376
O 1.4590 -1.0879 -0.4464
H -0.5970 -0.3486 0.0770
H -2.4286 -0.2682 1.8768
H -2.7293 -1.9376 1.3528
H -5.2290 -1.0428 0.5667
H -6.2032 0.1641 -1.5273
H -4.3029 1.2655 -2.9638
H 2.1290 -3.9130 1.0424
H 4.2216 -2.8130 -0.2869
H 4.4058 -0.4939 -1.8765
H 2.8143 0.1896 -2.3345
H 2.3766 0.7612 2.1114
H 0.0773 1.3007 2.9286
H -0.7996 3.1317 -0.8386
H 1.5065 2.5965 -1.6198
```

Summary:
- E: -61728.75352 eV
- M: 395.9 g/mol
- SMILES: O=C(NCc1cccs1)c1ccc(CS(=O)(=O)c2ccc(Cl)cc2)o1
- Gap between HOMO and LUMO: 9.05 eV
- Energy above the lowest of the compared OMol25 structures with the same formula, charge and spin: 0.000 eV

So, what does the natural (NBO) scheme give us? The charges, in e, come out as: -0.608, 0.628, -0.605, -0.261, -0.191, -0.253, -0.246, -0.411, 0.403, 0.163, -0.225, -0.282, 0.266, -0.673, 2.168, -0.933, -0.934, -0.344, -0.118, -0.251, -0.034, 0.032, -0.228, -0.182, -0.415, 0.409, 0.209, 0.255, 0.224, 0.226, 0.236, 0.247, 0.238, 0.271, 0.252, 0.247, 0.239, 0.240, 0.242

=====

The molecule C17H14F3N3O2 at a distorted geometry, computed with ωB97M-V/def2-TZVPD.

Structure (XYZ):
```
39
C17H14F3N3O2 (ωB97M-V/def2-TZVPD)
O -0.1932 -3.3148 -0.7291
N -0.8631 -2.6134 0.0013
O -2.0425 -2.8554 0.2495
C -0.2569 -1.4736 0.5875
C 1.0930 -1.2711 0.2906
C 1.7609 -0.1781 0.7840
C 3.1851 0.1083 0.4261
F 3.7206 -0.7809 -0.4134
F 3.9906 0.1540 1.5057
F 3.3118 1.3174 -0.1658
C 1.0943 0.7157 1.6355
C -0.2283 0.5372 1.9207
C -0.9805 -0.5275 1.3684
N -2.2977 -0.6518 1.6008
C -3.1850 0.4382 1.9143
C -3.5248 1.2710 0.6536
C -2.2798 1.6993 -0.0479
C -1.4989 2.7869 0.2273
N -0.3684 2.7608 -0.5383
C -0.3891 1.6471 -1.3272
C 0.5464 1.1660 -2.2344
C 0.2546 -0.0135 -2.8838
C -0.9459 -0.6925 -2.6541
C -1.8738 -0.2233 -1.7527
C -1.5935 0.9551 -1.0585
H 1.5879 -1.9904 -0.3444
H 1.6372 1.5462 2.0603
H -0.7185 1.2364 2.5759
H -2.7261 -1.4551 1.1422
H -2.7386 1.0866 2.6691
H -4.1003 0.0115 2.3294
H -4.1121 2.1364 0.9629
H -4.1300 0.6628 -0.0199
H -1.6744 3.5887 0.9195
H 0.3686 3.4447 -0.5207
H 1.4691 1.6963 -2.4150
H 0.9618 -0.4234 -3.5882
H -1.1379 -1.6091 -3.1909
H -2.7961 -0.7596 -1.5831
```

Summary:
- E: -34572.75780 eV
- M: 349.3 g/mol
- SMILES: O=[N+]([O-])c1cc(C(F)(F)F)ccc1NCCc1c[nH]c2ccccc12
- Gap between HOMO and LUMO: 7.68 eV
- Energy above the lowest of the compared OMol25 structures with the same formula, charge and spin: 1.497 eV

So, what does the natural (NBO) scheme give us? The charges, in e, come out as: -0.380, 0.525, -0.437, -0.015, -0.123, -0.235, 0.979, -0.317, -0.329, -0.337, -0.075, -0.297, 0.256, -0.584, -0.199, -0.427, -0.101, -0.017, -0.538, 0.197, -0.252, -0.213, -0.234, -0.208, -0.119, 0.266, 0.218, 0.222, 0.433, 0.192, 0.210, 0.220, 0.214, 0.211, 0.417, 0.220, 0.218, 0.222, 0.218

=====

C17H14NO5RuS3 as an isolated structure at a distorted geometry, computed with ωB97M-V/def2-TZVPD.

Structure (XYZ):
```
41
C17H14NO5RuS3 (ωB97M-V/def2-TZVPD)
Ru 0.5327 0.9046 0.1092
O -0.4165 4.2381 -2.3885
C -0.2901 3.3894 -1.4061
O -0.2702 2.1819 -1.5727
C -0.2623 4.0690 -0.0407
O 0.2167 3.2213 0.9814
C 1.5453 3.4731 1.3853
C 2.5783 2.9944 0.2681
O 3.5519 3.6661 0.0607
O 2.2036 1.9182 -0.2825
H -0.4849 3.8132 -3.2638
H -1.3058 4.3129 0.2091
H 0.3184 4.9963 -0.1014
H 1.7151 2.8717 2.2840
H 1.7203 4.5300 1.5997
S -0.9112 0.8080 2.9342
C -1.7760 0.1172 1.6631
N -1.2436 0.0196 0.4453
C -2.0684 -0.6264 -0.4372
C -1.7858 -0.8899 -1.7810
C -2.7116 -1.6073 -2.5101
C -3.8947 -2.0674 -1.9247
C -4.1967 -1.7977 -0.6015
C -3.2808 -1.0651 0.1345
S -3.3725 -0.5736 1.8090
H -0.8617 -0.5169 -2.2170
H -2.5224 -1.8218 -3.5509
H -4.5870 -2.6455 -2.5164
H -5.1136 -2.1414 -0.1498
S 1.7705 -0.1173 1.8638
C 2.0252 -1.7420 1.3217
C 1.3854 -2.2162 0.1698
C 1.5985 -3.5132 -0.2440
C 2.4735 -4.3321 0.4656
C 3.1355 -3.8504 1.5890
C 2.9042 -2.5652 2.0343
H 0.7321 -1.5324 -0.3892
H 1.0841 -3.8958 -1.1125
H 2.6397 -5.3455 0.1347
H 3.8267 -4.4877 2.1169
H 3.3978 -2.1742 2.9103
```

Summary:
- E: -64663.64641 eV
- M: 509.6 g/mol
- Net charge: +1
- Gap between HOMO and LUMO (spin up / spin down): 4.96 / 4.98 eV
- Energy above the lowest of the compared OMol25 structures with the same formula, charge and spin: 0.000 eV

So, what does the natural (NBO) scheme give us? The charges, in e, come out as: 1.009, -0.621, 0.822, -0.625, -0.186, -0.508, -0.206, 0.750, -0.585, -0.734, 0.524, 0.247, 0.243, 0.214, 0.213, 0.120, -0.166, -0.502, 0.162, -0.239, -0.184, -0.176, -0.202, -0.220, 0.487, 0.223, 0.232, 0.236, 0.240, 0.366, -0.166, -0.199, -0.193, -0.132, -0.196, -0.188, 0.188, 0.235, 0.237, 0.240, 0.239

=====

C17H15AsBF2N2PReS4 as an isolated structure at a distorted geometry, computed with ωB97M-V/def2-TZVPD.

Structure (XYZ):
```
44
C17H15AsBF2N2PReS4 (ωB97M-V/def2-TZVPD)
Re 0.7906 0.2212 -2.0004
N 0.8100 1.0134 0.9136
P -0.2758 -0.1426 0.2382
C -0.1854 -1.6281 1.1955
C -0.4728 -1.4742 2.5644
C -0.4286 -2.5645 3.4092
C -0.1189 -3.8231 2.9024
C 0.1436 -3.9899 1.5490
C 0.1117 -2.8954 0.6981
C -1.8794 0.5932 0.4056
C -2.9887 -0.2576 0.4718
C -4.2584 0.2878 0.5757
C -4.4208 1.6664 0.6308
C -3.3194 2.5151 0.5710
C -2.0458 1.9849 0.4522
C 2.0735 1.2006 0.4394
C 3.1127 1.7168 1.2145
C 4.3565 1.8679 0.6596
C 4.5902 1.5068 -0.6831
C 3.5575 1.0330 -1.4215
N 2.2842 0.8739 -0.8745
H 0.6287 1.3459 1.8548
H -0.7494 -0.5079 2.9729
H -0.6476 -2.4413 4.4610
H -0.0936 -4.6787 3.5640
H 0.3699 -4.9697 1.1525
H 0.3066 -3.0924 -0.3488
H -2.8689 -1.3341 0.4597
H -5.1204 -0.3625 0.6329
H -5.4129 2.0857 0.7340
H -3.4546 3.5861 0.6315
H -1.1939 2.6539 0.4213
H 2.9259 1.9718 2.2491
H 5.1670 2.2615 1.2602
H 5.5654 1.6121 -1.1362
H 3.6668 0.7483 -2.4570
S -0.3753 3.4188 -5.7106
As -0.3466 1.6376 -4.5773
S 1.3562 0.2565 -4.2180
S -1.0287 1.3915 -2.4752
S -1.6152 1.6595 -6.2597
F -0.6446 -2.4582 -2.6324
B 0.4914 -1.9338 -2.2951
F 1.6373 -2.5562 -2.1954
```

Summary:
- E: -142538.00167 eV
- M: 716.5 g/mol
- Net charge: +3
- Gap between HOMO and LUMO (spin up / spin down): 4.90 / 4.90 eV
- Energy above the lowest of the compared OMol25 structures with the same formula, charge and spin: 0.000 eV

So, what does the natural (NBO) scheme give us? The charges, in e, come out as: 0.491, -0.879, 1.317, -0.404, -0.201, -0.167, -0.115, -0.188, -0.173, -0.413, -0.196, -0.168, -0.126, -0.192, -0.221, 0.463, -0.262, -0.016, -0.230, 0.063, -0.612, 0.457, 0.223, 0.257, 0.259, 0.256, 0.197, 0.243, 0.257, 0.258, 0.254, 0.223, 0.272, 0.277, 0.286, 0.239, 0.065, 0.855, -0.005, 0.071, 0.072, -0.447, 1.111, -0.451

=====

C17H15BrO3Zn as an isolated structure at a distorted geometry, computed with ωB97M-V/def2-TZVPD.

Structure (XYZ):
```
37
C17H15BrO3Zn (ωB97M-V/def2-TZVPD)
C -1.1972 -1.4517 -3.4702
C -1.2059 -2.4425 -2.4579
C -1.9059 -1.8995 -1.3128
H -0.8486 -3.4670 -2.5464
C -2.2907 -0.5451 -1.6488
C -1.8559 -0.2853 -2.9771
H -2.0755 0.6169 -3.5487
H -0.8115 -1.5915 -4.4788
H -2.2493 -2.4682 -0.4468
H -2.9387 0.0865 -1.0473
Zn 0.0374 -0.9392 -0.8366
Br 1.1598 -2.8600 -0.1554
C 2.0426 0.4937 -1.2568
C 1.2569 1.2904 -2.1618
C 1.1244 0.5666 -3.3728
H 0.8835 2.2979 -1.9651
C 1.8166 -0.6769 -3.2413
C 2.4134 -0.7166 -1.9479
H 3.1095 -1.4655 -1.5783
H 2.4645 0.8177 -0.2969
H 0.6238 0.9303 -4.2714
H 1.9194 -1.4551 -4.0035
O 0.8571 2.3810 1.6646
C 0.4767 1.7623 2.7877
C 0.8384 2.2888 4.0361
C 0.3686 1.6364 5.1749
C -0.4553 0.4891 5.0887
C -0.8042 -0.0228 3.8426
C -0.3473 0.6138 2.6996
C -0.7939 0.0971 1.3743
O -1.5565 -0.8915 1.3037
O -0.3340 0.7311 0.3010
H 0.4523 1.7875 0.9013
H 1.4710 3.1800 4.0619
H 0.6518 2.0280 6.1540
H -0.8458 -0.0309 5.9740
H -1.4515 -0.8859 3.6583
```

Summary:
- E: -142476.29928 eV
- M: 412.6 g/mol
- Net charge: -2
- Gap between HOMO and LUMO: 5.25 eV

So, what does the natural (NBO) scheme give us? The charges, in e, come out as: -0.334, -0.378, -0.525, 0.208, -0.384, -0.343, 0.187, 0.189, 0.235, 0.205, 1.668, -0.838, -0.479, -0.369, -0.337, 0.191, -0.378, -0.364, 0.211, 0.207, 0.183, 0.187, -0.701, 0.376, -0.310, -0.196, -0.304, -0.136, -0.253, 0.755, -0.672, -0.847, 0.517, 0.208, 0.188, 0.192, 0.242

=====

The molecule C17H15Cl2N3OS at a distorted geometry, computed with ωB97M-V/def2-TZVPD.

Structure (XYZ):
```
39
C17H15Cl2N3OS (ωB97M-V/def2-TZVPD)
C 3.9132 2.2059 -1.2827
C 3.0219 1.8531 -0.1371
N 2.8243 2.7592 0.8371
N 1.9708 2.6186 1.9057
C 1.3601 3.7188 2.5261
N 0.2647 3.4020 3.2936
O 1.5232 4.9256 2.3181
C 2.2773 0.5633 -0.2054
C 2.9930 -0.6952 -0.4782
C 2.1762 -1.8781 -0.6158
C 0.7615 -1.8804 -0.5439
C 0.1496 -0.5702 -0.3538
C 0.8467 0.6232 -0.2075
C -1.3303 -0.5600 0.0064
C -1.5112 -0.8696 1.5492
Cl -2.1455 0.5424 2.4085
C -2.1622 -1.4584 -0.8834
C -3.3975 -1.1037 -1.1709
C -4.2552 -1.9650 -1.9036
Cl -5.9405 -1.5703 -1.9347
C -3.9242 -3.1784 -2.3577
C -2.6591 -3.6008 -1.8944
C -1.7488 -2.7557 -1.2403
S -0.2232 -3.3542 -0.6423
H 3.8031 3.2742 -1.5629
H 4.9379 2.0421 -0.9553
H 3.6477 1.7253 -2.1742
H 1.5520 1.7068 2.0085
H -0.4541 4.1682 3.4809
H -0.0144 2.4209 3.1951
H 4.1273 -0.7323 -0.5330
H 2.6814 -2.8232 -0.5617
H 0.3686 1.5115 0.2505
H -1.8028 0.3898 -0.0679
H -0.5633 -1.2376 1.9546
H -2.2128 -1.6216 1.7047
H -3.8444 -0.1805 -0.7169
H -4.6510 -3.8575 -2.8592
H -2.3600 -4.5582 -2.1561
```

Summary:
- E: -60268.68920 eV
- M: 380.3 g/mol
- SMILES: C/C(=N/NC(N)=O)c1ccc2c(c1)[C@H](CCl)c1cc(Cl)ccc1S2
- Gap between HOMO and LUMO: 8.34 eV
- Energy above the lowest of the compared OMol25 structures with the same formula, charge and spin: 2.012 eV

So, what does the natural (NBO) scheme give us? The charges, in e, come out as: -0.656, 0.198, -0.205, -0.478, 0.768, -0.850, -0.624, -0.104, -0.188, -0.204, -0.190, -0.019, -0.172, -0.282, -0.359, -0.059, -0.015, -0.213, -0.024, -0.001, -0.227, -0.185, -0.192, 0.345, 0.247, 0.233, 0.224, 0.366, 0.430, 0.377, 0.239, 0.219, 0.226, 0.238, 0.223, 0.218, 0.234, 0.246, 0.217

=====

The highest M belongs to which entry? C17H15AsBF2N2PReS4